1.
DFT (ωB97M-V with the def2-TZVPD basis set) results for a molecular structure, C4H5OTl in a non-equilibrium geometry.

The HOMO energy (spin up / spin down) is -11.80 / -11.80 eV. The charge is +1. As for the frontier orbital gap (spin up / spin down): 0.253 / 0.243 hartree. As for the spin multiplicity: 2.

Each line ends with the Mulliken spin population.
Positions of all 11 atoms, in Å:
1 H 1.767 -0.284 -1.391  0.105
2 O 2.460 0.683 0.250  0.196
3 C -2.062 0.067 0.338  -0.007
4 C 1.616 0.484 -0.596  0.643
5 H -0.237 -0.084 -1.201  -0.009
6 H -0.448 -0.961 1.606  -0.001
7 H -2.937 0.655 0.594  -0.001
8 H -1.644 -1.551 -1.214  0.002
9 C -1.332 -0.627 -0.711  0.061
10 C -0.944 -0.545 0.733  0.007
11 Tl 3.762 2.164 1.592  0.002

***

2.
DFT (ωB97M-V with the def2-TZVPD basis set) results for 2 unconnected molecules or ions with the total composition C4H5P in a non-equilibrium geometry.

The HOMO energy (spin up / spin down) is -8.05 / -9.02 eV. The charge is 0. As for the frontier orbital gap (spin up / spin down): 0.255 / 0.310 hartree.

Each line ends with the natural charge from an NBO analysis.
Positions of all 10 atoms, in Å:
1 H -2.655 0.596 -1.457  0.210
2 C 2.482 -0.331 0.102  -0.922
3 C -0.706 0.753 -0.395  0.044
4 C -1.888 0.521 -0.863  -0.274
5 H -1.268 -1.176 0.486  0.179
6 H -1.970 0.295 1.322  0.182
7 H 1.697 -1.096 -0.121  0.234
8 P 2.398 1.292 -0.245  0.529
9 H 3.377 -0.714 0.672  0.228
10 C -1.467 -0.140 0.499  -0.411

***

3.
DFT (ωB97M-V with the def2-TZVPD basis set) results for C4H6 in the gas phase in a non-equilibrium geometry.

The HOMO energy is -10.00 eV. The charge is 0. As for the frontier orbital gap: 0.409 hartree. As for the SMILES: C#CCC.

Each line ends with the natural charge from an NBO analysis.
Positions of all 10 atoms, in Å:
1 H 1.187 -1.332 0.049  0.230
2 C -1.826 -0.141 -0.701  -0.283
3 H 1.117 1.569 1.137  0.210
4 H -2.685 -0.266 -1.461  0.255
5 H 0.353 -0.728 1.518  0.233
6 C -0.765 -0.369 -0.221  -0.005
7 H 2.424 0.648 0.584  0.207
8 H 1.268 1.458 -0.729  0.228
9 C 1.403 0.843 0.294  -0.608
10 C 0.578 -0.558 0.445  -0.469